No. 1
A cluster of 2 separate species, C7H12NOS in total in a non-equilibrium geometry, computed with ωB97M-V with the def2-TZVPD basis set.

Cartesian coordinates (Å):
C 3.560 0.864 0.288
C 2.866 -0.074 1.194
C 2.725 0.950 -0.772
C -3.212 0.733 -0.892
C -2.042 0.982 0.039
C -1.277 -0.273 0.571
C 0.065 -2.536 -0.127
N 1.683 -0.340 0.731
O 1.603 0.169 -0.518
S -0.809 -1.392 -0.797
H 4.527 1.402 0.292
H 3.163 -0.432 2.167
H 2.809 1.464 -1.632
H -3.948 -0.118 -0.485
H -3.661 1.741 -1.108
H -2.949 0.474 -1.819
H -2.499 1.676 0.719
H -1.173 1.420 -0.386
H -0.151 -0.101 0.957
H -1.915 -0.666 1.310
H -0.037 -2.858 0.961
H 0.671 -3.083 -0.694

Orbital gap, eV: 8.3
E_LUMO, eV: -5.55
Net charge: +1
ΔE to the lowest compared entry with this formula, charge and spin, kcal per mole: 105.13

***

No. 2
The molecule C5H6ClN3O2 in a non-equilibrium geometry, computed with ωB97M-V with the def2-TZVPD basis set.

Cartesian coordinates (Å):
C -1.798 -0.067 -0.126
C -1.293 -1.049 0.619
C -0.958 0.832 -0.903
C 0.946 0.077 0.162
C 0.203 -1.221 0.743
N 0.332 0.965 -0.739
N 2.256 -0.382 -0.096
N 0.558 -1.454 2.115
O 1.125 -2.505 2.367
O 0.285 -0.570 2.917
Cl 0.506 -2.679 -0.086
H -2.865 0.103 -0.098
H -1.882 -1.889 0.802
H -1.324 1.735 -1.444
H 1.071 0.703 1.131
H 3.051 0.009 0.336
H 2.356 -0.297 -1.126

Orbital gap (spin up / spin down), eV: 6.8 / 6.5
E_LUMO (spin up / spin down), eV: -0.13 / -3.38
Spin multiplicity: 3
ΔE to the lowest compared entry with this formula, charge and spin, kcal per mole: 0.00

***

No. 3
A structure of composition C29H38AsEuF6N2O5PS in a non-equilibrium geometry, computed with ωB97M-V with the def2-TZVPD basis set.

Cartesian coordinates (Å):
Eu -0.250 0.472 -0.217
O 1.682 -0.547 0.281
S 1.394 -0.619 1.732
O 1.228 -1.960 2.215
O 0.192 0.225 1.978
C 2.678 0.274 2.537
C 3.401 -0.272 3.582
C 4.315 0.527 4.247
C 4.483 1.849 3.855
C 3.765 2.373 2.790
C 2.838 1.592 2.107
P 1.912 2.216 0.617
C 3.385 2.430 -0.464
C 4.236 3.532 -0.416
C 5.344 3.599 -1.247
C 5.621 2.567 -2.131
C 4.792 1.457 -2.175
C 3.681 1.390 -1.348
C 1.490 3.914 1.143
C 1.028 4.111 2.444
C 0.578 5.355 2.854
C 0.579 6.419 1.962
C 1.004 6.224 0.656
C 1.446 4.975 0.242
H 3.236 -1.307 3.854
H 4.890 0.121 5.068
H 5.182 2.481 4.387
H 3.926 3.398 2.487
H 4.036 4.348 0.265
H 5.994 4.463 -1.203
H 6.484 2.625 -2.780
H 5.013 0.641 -2.851
H 3.059 0.504 -1.345
H 1.032 3.279 3.141
H 0.225 5.494 3.867
H 0.252 7.398 2.286
H 0.987 7.049 -0.045
H 1.748 4.823 -0.787
N -0.447 -2.107 -0.627
C 0.483 -2.839 -1.519
C -0.114 -3.007 -2.911
C -0.542 -1.691 -3.563
C 0.625 -0.715 -3.756
N 0.581 0.368 -2.744
H -0.169 -2.310 0.332
H -1.374 -2.501 -0.748
H 0.714 -3.828 -1.116
H 1.416 -2.274 -1.552
H -0.982 -3.672 -2.846
H 0.619 -3.508 -3.546
H -1.291 -1.202 -2.937
H -1.016 -1.914 -4.518
H 0.605 -0.299 -4.765
H 1.575 -1.241 -3.646
H -0.067 1.081 -3.069
H 1.478 0.847 -2.730
C -4.421 -0.220 2.405
As -2.482 -0.339 2.291
C -2.066 -2.116 2.933
C -1.947 0.930 3.673
O -2.112 -0.230 0.670
H -4.744 -0.424 3.425
H -4.879 -0.934 1.724
H -4.719 0.786 2.117
H -2.438 -2.233 3.949
H -0.991 -2.278 2.907
H -2.566 -2.829 2.279
H -2.838 1.158 4.252
H -1.516 1.837 3.266
H -1.201 0.446 4.299
C -1.659 4.555 -1.642
C -1.639 3.094 -1.185
O -0.431 2.486 -1.207
C -2.563 2.268 -2.122
F -2.148 2.389 -3.392
F -3.857 2.567 -2.083
F -2.434 0.926 -1.819
C -2.225 3.021 0.284
F -2.578 4.182 0.831
F -1.245 2.498 1.105
F -3.284 2.207 0.431
H -1.145 4.624 -2.598
H -1.132 5.169 -0.916
H -2.683 4.913 -1.751

Orbital gap (spin up / spin down), eV: 8.6 / 9.1
E_LUMO (spin up / spin down), eV: -2.52 / -2.02
Net charge: +1
Spin multiplicity: 7

***

No. 4
A structure of composition C6H5Br4NO3 in a non-equilibrium geometry, computed with ωB97M-V with the def2-TZVPD basis set.

Cartesian coordinates (Å):
C 1.080 0.424 -0.239
C -0.652 -1.310 -0.476
C 2.931 -0.575 0.835
C 3.546 -1.466 -0.249
C -1.042 -0.989 -1.897
C 4.062 -0.060 1.696
N 0.505 -0.788 -0.034
O 0.484 1.365 -0.699
O -1.359 -2.046 0.147
O 2.361 0.526 0.212
Br 2.487 -2.464 -1.317
Br 5.275 1.151 0.723
Br 3.424 0.867 3.246
Br 4.931 -1.668 2.194
H 2.189 -1.226 1.470
H 4.504 -1.084 -0.590
H -1.203 0.134 -1.848
H -1.902 -1.689 -2.150
H -0.098 -1.065 -2.610

Orbital gap (spin up / spin down), eV: 4.9 / 4.8
E_LUMO (spin up / spin down), eV: -3.78 / -3.81
ΔE to the lowest compared entry with this formula, charge and spin, kcal per mole: 62.37